[1]
{"formula": "C19H19N3O3S2", "method": "ωB97M-V/def2-TZVPD", "lumo_energy_ev": -0.082, "homo_lumo_gap_ev": 8.556, "e_tot_ha": -1921.85574, "symbols": ["S", "S", "O", "O", "O", "N", "N", "N", "C", "C", "C", "C", "C", "C", "C", "C", "C", "C", "C", "C", "C", "C", "C", "C", "C", "C", "C", "H", "H", "H", "H", "H", "H", "H", "H", "H", "H", "H", "H", "H", "H", "H", "H", "H", "H", "H"], "positions_angstrom": [[-0.894, -1.663, 2.777], [-2.992, 2.610, 0.489], [1.135, 0.137, -0.202], [0.493, 1.275, 3.962], [2.554, 1.858, -0.474], [-1.577, -1.544, -1.644], [-0.175, 1.382, 1.802], [-1.751, -0.603, 0.511], [-1.136, -1.632, 1.046], [4.251, 0.229, -1.115], [-1.932, 3.956, 0.358], [0.182, -4.716, -1.471], [-1.437, 0.002, 3.288], [1.014, 2.013, 1.299], [-0.468, -3.628, -1.988], [-1.267, 2.623, -1.401], [-0.918, -2.607, -1.131], [0.408, -4.832, -0.092], [-2.753, 0.534, -1.385], [-2.270, 1.856, -0.896], [-1.963, -0.618, -0.819], [1.566, 1.210, 0.134], [-0.681, -2.726, 0.264], [3.180, 1.202, -1.582], [-0.015, -3.853, 0.766], [-1.075, 3.828, -0.686], [-0.269, 0.952, 3.078], [-0.653, -3.522, -3.045], [4.986, 0.744, -0.502], [0.527, -5.501, -2.129], [0.924, -5.701, 0.289], [3.610, 2.008, -2.179], [-1.678, -0.079, 4.346], [-3.798, 0.396, -1.091], [0.815, 3.037, 0.965], [-0.781, 0.935, 1.114], [1.752, 2.049, 2.108], [2.413, 0.675, -2.159], [-0.338, 4.566, -0.949], [4.749, -0.206, -1.977], [-0.689, 2.341, -2.263], [-2.308, 0.269, 2.693], [0.156, -3.925, 1.831], [-2.683, 0.478, -2.472], [3.799, -0.569, -0.531], [-2.012, 4.759, 1.063]]}

=====

[2]
{"formula": "C19H19N7O2S", "method": "ωB97M-V/def2-TZVPD", "lumo_energy_ev": 0.087, "homo_lumo_gap_ev": 8.939, "e_tot_ha": -1667.32583, "symbols": ["S", "O", "O", "N", "N", "N", "N", "N", "N", "N", "C", "C", "C", "C", "C", "C", "C", "C", "C", "C", "C", "C", "C", "C", "C", "C", "C", "C", "C", "H", "H", "H", "H", "H", "H", "H", "H", "H", "H", "H", "H", "H", "H", "H", "H", "H", "H", "H"], "positions_angstrom": [[2.033, 2.275, -0.232], [3.334, 2.487, -0.839], [1.791, 3.214, 0.873], [-2.699, -2.513, 3.066], [-1.523, -0.617, 3.036], [-4.311, -1.229, 5.320], [-1.228, 0.619, 3.449], [-0.646, -1.282, -5.509], [0.751, 2.549, -1.364], [-2.949, 0.495, 5.138], [1.093, 0.473, -2.849], [0.555, 0.168, 0.911], [2.796, -0.421, 0.173], [0.378, -1.116, 1.423], [2.583, -1.716, 0.633], [-0.144, -0.361, -5.012], [1.760, 0.539, 0.292], [1.821, 2.569, -3.740], [1.368, -2.074, 1.210], [-1.651, -2.655, 2.177], [-1.489, -3.855, 1.345], [-3.278, -0.648, 4.673], [-1.900, 1.153, 4.471], [0.480, 0.722, -4.211], [-0.346, 1.781, -3.514], [0.879, 2.002, -2.715], [1.522, 1.592, -4.893], [-2.578, -1.328, 3.588], [-0.876, -1.483, 2.172], [3.769, -0.102, -0.212], [-1.151, 1.369, -2.855], [2.429, 1.015, -5.143], [-4.579, -0.749, 6.182], [2.152, 0.130, -2.862], [-0.787, 2.590, -4.140], [0.511, 3.527, -1.376], [3.368, -2.433, 0.554], [-1.027, -4.663, 1.869], [-2.483, -4.186, 1.001], [2.836, 2.561, -3.401], [1.514, 3.614, -3.954], [0.512, -0.164, -2.197], [-0.873, -3.668, 0.456], [1.303, -3.070, 1.621], [-4.237, -2.226, 5.263], [-0.264, 0.897, 0.991], [1.068, 2.107, -5.737], [-1.587, 2.115, 4.871]]}

=====

[3]
{"formula": "C19H19NO5", "method": "ωB97M-V/def2-TZVPD", "lumo_energy_ev": 0.620, "homo_lumo_gap_ev": 8.725, "e_tot_ha": -1166.39102, "symbols": ["O", "O", "O", "O", "O", "N", "C", "C", "C", "C", "C", "C", "C", "C", "C", "C", "C", "C", "C", "C", "C", "C", "C", "C", "C", "H", "H", "H", "H", "H", "H", "H", "H", "H", "H", "H", "H", "H", "H", "H", "H", "H", "H", "H"], "positions_angstrom": [[-2.993, -2.240, 1.295], [3.490, -1.561, -0.295], [1.103, 3.127, -1.984], [1.859, -1.430, 2.004], [-2.030, -4.134, 0.594], [0.432, -2.795, 0.927], [-0.702, -2.457, 1.750], [-0.873, 3.008, 0.067], [2.820, -0.457, -0.756], [0.904, 0.716, -1.629], [3.535, 0.740, -0.773], [-2.585, -1.023, 1.921], [1.648, -2.234, 1.128], [-2.535, 2.519, -1.589], [-3.090, 2.382, 0.741], [-1.794, 2.745, 1.066], [2.719, -2.663, 0.115], [-1.060, -0.971, 1.793], [1.509, -0.459, -1.208], [-3.458, 2.268, -0.590], [1.607, 1.911, -1.617], [-1.237, 2.896, -1.268], [2.940, 1.904, -1.198], [-0.249, 3.206, -2.369], [-1.971, -3.074, 1.147], [4.558, 0.732, -0.433], [-0.569, -2.853, 2.768], [-0.763, -0.491, 0.860], [-4.467, 1.983, -0.850], [-0.124, 0.676, -1.956], [-1.500, 2.833, 2.101], [-0.443, 2.564, -3.241], [0.134, 3.300, 0.322], [-3.088, -0.202, 1.409], [3.426, -3.337, 0.609], [0.285, -3.546, 0.267], [0.930, -1.369, -1.245], [3.484, 2.834, -1.204], [-2.906, -1.053, 2.967], [2.269, -3.182, -0.742], [-0.379, 4.248, -2.684], [-3.814, 2.199, 1.521], [-2.824, 2.428, -2.627], [-0.584, -0.447, 2.616]]}

=====

[4]
{"formula": "C19H20AuN4O2", "method": "ωB97M-V/def2-TZVPD", "lumo_energy_ev": [-11.846, -11.848], "homo_lumo_gap_ev": [6.390, 6.388], "charge": 3, "e_tot_ha": -1240.22432, "symbols": ["Au", "O", "O", "N", "N", "N", "N", "C", "C", "C", "C", "C", "C", "C", "C", "C", "C", "C", "C", "C", "C", "C", "C", "C", "C", "C", "H", "H", "H", "H", "H", "H", "H", "H", "H", "H", "H", "H", "H", "H", "H", "H", "H", "H", "H", "H"], "positions_angstrom": [[-0.268, -0.209, -0.181], [-1.312, 0.447, 2.428], [0.526, 1.129, 1.393], [-0.743, 1.594, 4.763], [-0.146, -2.232, -0.158], [-0.366, 1.554, -1.162], [1.073, -0.501, -1.574], [-2.492, 2.152, -0.081], [-1.315, 2.474, -0.947], [2.643, 0.466, -3.012], [1.171, -4.089, -0.844], [0.320, -4.926, -0.112], [-2.115, -2.352, 1.261], [0.908, 3.023, -2.527], [-0.990, -3.020, 0.535], [-0.060, 4.012, -2.314], [0.283, 1.738, 3.663], [1.536, 0.604, -2.203], [2.728, -1.894, -2.458], [-1.173, 3.721, -1.562], [0.723, 1.795, -1.964], [0.908, -2.750, -0.859], [-0.240, 1.055, 2.423], [-0.761, -4.392, 0.556], [3.237, -0.787, -3.130], [1.618, -1.734, -1.657], [2.007, -4.498, -1.395], [1.767, 3.219, -3.155], [-2.670, 2.960, 0.627], [0.469, 2.795, 3.494], [-2.376, 1.230, 0.488], [4.113, -0.901, -3.755], [-1.176, 0.667, 4.701], [-1.952, 4.458, -1.416], [-1.443, -5.027, 1.106], [-0.336, 1.724, 5.692], [-2.571, -1.569, 0.648], [0.504, -5.992, -0.092], [-1.506, 2.265, 4.658], [1.204, 1.260, 3.986], [-1.755, -1.909, 2.193], [3.040, 1.316, -3.549], [-3.382, 2.059, -0.707], [0.062, 4.991, -2.757], [-2.895, -3.067, 1.513], [3.201, -2.862, -2.557]]}

=====

[5]
{"formula": "C19H20BrF3N4O4PtS2Si", "method": "ωB97M-V/def2-TZVPD", "lumo_energy_ev": 3.810, "homo_lumo_gap_ev": 5.640, "charge": -2, "e_tot_ha": -5334.96473, "symbols": ["Pt", "Br", "S", "S", "Si", "F", "F", "F", "O", "O", "O", "O", "N", "N", "N", "N", "C", "C", "C", "C", "C", "C", "C", "C", "C", "C", "C", "C", "C", "C", "C", "C", "C", "C", "C", "H", "H", "H", "H", "H", "H", "H", "H", "H", "H", "H", "H", "H", "H", "H", "H", "H", "H", "H", "H"], "positions_angstrom": [[0.022, 0.748, 0.776], [1.219, -6.525, 3.168], [-3.220, 2.323, 2.476], [-4.693, 0.188, 0.495], [2.217, 0.254, 0.381], [0.883, 2.631, -1.303], [0.161, 3.481, 0.533], [-1.220, 2.615, -0.890], [-0.250, -1.541, 4.598], [-2.348, 3.303, 3.062], [0.064, -0.201, 2.835], [-4.460, 2.777, 1.875], [-2.226, -0.185, -0.133], [-0.158, -3.772, 0.447], [-4.662, -1.421, 6.882], [-2.357, 1.415, 1.505], [0.624, -4.891, 2.384], [-0.064, -1.329, 3.389], [-5.344, 0.099, 5.108], [0.506, -3.752, 3.149], [-3.689, 1.207, 3.768], [-2.968, 0.545, 0.661], [3.026, 0.678, -1.275], [-2.678, 0.546, 4.463], [0.290, -4.873, 1.042], [-0.254, -2.659, 1.179], [-5.019, 0.980, 4.083], [-0.014, 2.400, -0.284], [2.767, -1.532, 0.636], [-3.006, -0.339, 5.472], [-4.340, -0.562, 5.808], [3.285, 1.228, 1.601], [-4.310, -1.036, -0.662], [-2.973, -1.067, -0.864], [0.075, -2.589, 2.531], [2.777, 1.684, -1.588], [2.483, -1.929, 1.615], [3.859, -1.551, 0.555], [-1.639, 0.698, 4.192], [-6.384, -0.082, 5.364], [0.380, -5.768, 0.436], [2.712, -0.009, -2.069], [-5.564, -1.862, 6.784], [2.987, 1.003, 2.630], [3.118, 2.297, 1.440], [0.729, -3.733, 4.207], [-0.621, -1.781, 0.660], [-3.943, -2.105, 7.063], [-2.208, -0.873, 5.976], [4.117, 0.600, -1.169], [4.357, 1.015, 1.487], [2.346, -2.203, -0.121], [-5.787, 1.493, 3.519], [-5.078, -1.620, -1.142], [-2.461, -1.731, -1.548]]}